Entry 1:
The following is a DFT calculation (the ωB97M-V functional and the def2-TZVPD basis) of a cluster of 11 separate species, C18H18Cl30NO2 in total.

Its spin multiplicity is 1. The calculation puts the frontier orbital gap at 0.2389 hartree. The charge is -1.

Cartesian coordinates (Å):
O -1.21 0.79 2.58
C -0.96 1.53 1.61
O -1.88 1.81 0.72
C 0.47 2.19 1.49
N 1.33 1.66 2.59
C 2.16 0.55 2.20
C 3.39 0.37 3.01
C 4.26 -0.72 2.61
C 4.00 -1.63 1.48
C 2.76 -1.46 0.73
C 1.86 -0.35 1.11
H 0.34 3.30 1.63
H 0.94 2.07 0.47
H 2.01 2.41 2.77
H 3.63 1.03 3.86
H 5.20 -0.86 3.21
H 4.79 -2.44 1.25
H 2.51 -2.12 -0.12
H 0.90 -0.20 0.54
C -0.52 -3.03 2.31
Cl 1.19 -2.65 2.38
Cl -0.83 -4.45 1.28
Cl -1.18 -3.30 3.93
H -1.03 -2.17 1.88
C -2.22 -1.80 -1.38
Cl -2.71 -0.38 -2.30
Cl -1.96 -3.19 -2.46
Cl -0.77 -1.46 -0.45
H -3.02 -2.06 -0.69
C 4.79 -5.46 0.21
Cl 6.52 -5.34 -0.12
Cl 4.06 -3.85 0.21
Cl 4.00 -6.51 -0.97
H 4.66 -5.89 1.19
C 8.36 -4.78 3.47
Cl 7.29 -3.70 2.57
Cl 8.30 -6.42 2.80
Cl 10.01 -4.16 3.47
H 8.01 -4.82 4.50
C -4.17 1.58 -5.40
Cl -3.23 2.16 -6.78
Cl -3.62 2.35 -3.91
Cl -5.90 1.88 -5.65
H -4.02 0.51 -5.30
C -0.26 -1.99 -5.46
Cl -1.21 -0.77 -6.31
Cl -0.56 -3.60 -6.13
Cl 1.46 -1.60 -5.53
H -0.57 -2.00 -4.42
C -2.53 5.14 -0.30
Cl -3.03 6.61 -1.16
Cl -2.29 3.81 -1.43
Cl -1.06 5.44 0.64
H -3.32 4.86 0.39
C 0.59 7.32 3.81
Cl 0.08 8.78 2.96
Cl 0.83 5.99 2.68
Cl 2.06 7.63 4.74
H -0.20 7.04 4.50
C -6.20 5.07 -7.54
Cl -5.25 5.64 -8.92
Cl -5.65 5.84 -6.05
Cl -7.92 5.37 -7.81
H -6.05 4.00 -7.45
C -5.48 -3.81 4.11
Cl -6.90 -3.84 3.05
Cl -5.50 -5.20 5.21
Cl -3.99 -3.78 3.17
H -5.53 -2.91 4.71

Entry 2:
The following is a DFT calculation (the ωB97M-V functional and the def2-TZVPD basis) of a structure of composition C30H47BCdN8O4S5.

Its spin multiplicity is 1. The calculation puts the frontier orbital gap at 0.2612 hartree.

Cartesian coordinates (Å):
Cd 0.70 2.94 -2.19
C -3.59 3.18 0.56
C -2.74 1.98 0.82
C -2.36 1.64 2.06
C -1.54 0.49 2.28
N -1.00 -0.14 1.30
N -1.29 0.26 0.03
B -0.34 -0.41 -0.94
N -0.58 -0.34 -2.43
N -0.91 -1.52 -1.90
C -1.38 -2.51 -2.58
C -1.43 -2.29 -3.99
C -1.04 -1.12 -4.56
C -1.08 -0.92 -6.04
C -0.61 -0.02 -3.71
S -0.28 1.52 -4.29
C -1.85 -3.77 -1.89
C -1.85 -3.58 -0.37
C -0.91 -4.93 -2.28
C -3.28 -4.06 -2.36
N 1.08 -0.70 -0.43
N 1.11 -1.76 0.43
C 2.20 -1.96 1.11
C 3.26 -1.01 1.09
C 3.27 -0.02 0.17
C 4.38 0.98 0.07
C 2.18 0.02 -0.77
S 2.31 0.76 -2.29
C 2.37 -3.27 1.87
C 3.58 -4.00 1.26
C 2.64 -3.00 3.36
C 1.14 -4.17 1.73
C -2.28 1.16 -0.29
S -2.98 1.30 -1.81
C -1.31 -0.02 3.69
C -0.82 1.12 4.59
C -2.64 -0.57 4.22
C -0.27 -1.14 3.68
H -4.05 3.53 1.48
H -4.35 2.97 -0.18
H -2.95 3.97 0.16
H -2.68 2.24 2.90
H -1.78 -3.09 -4.63
H -1.43 -1.81 -6.54
H -0.09 -0.65 -6.40
H -1.74 -0.08 -6.28
H -0.86 -3.31 0.01
H -2.16 -4.51 0.10
H -2.54 -2.79 -0.07
H 0.10 -4.75 -1.91
H -0.87 -5.07 -3.36
H -1.28 -5.86 -1.83
H -3.93 -3.20 -2.20
H -3.68 -4.91 -1.80
H -3.32 -4.32 -3.43
H 4.06 -1.09 1.81
H 5.07 0.86 0.91
H 3.95 1.98 0.09
H 4.92 0.87 -0.87
H 4.50 -3.43 1.41
H 3.44 -4.14 0.19
H 3.70 -4.98 1.73
H 3.57 -2.46 3.51
H 2.71 -3.95 3.90
H 1.83 -2.42 3.81
H 0.93 -4.38 0.67
H 0.25 -3.71 2.16
H 1.33 -5.12 2.24
H -1.57 1.90 4.71
H 0.09 1.57 4.19
H -0.60 0.73 5.59
H -3.41 0.20 4.25
H -2.51 -0.96 5.23
H -3.00 -1.38 3.58
H 0.67 -0.78 3.26
H -0.61 -1.97 3.06
H -0.10 -1.49 4.70
O 0.71 4.54 1.32
S 0.78 3.27 0.59
O 1.96 3.28 -0.36
O -0.43 3.18 -0.37
O 0.81 2.09 1.44
C -1.54 5.67 -1.50
N -0.24 5.89 -0.89
C 0.92 5.79 -1.55
S 1.00 5.32 -3.21
N 2.02 5.96 -0.80
C 3.37 5.64 -1.26
H -2.29 6.20 -0.90
H -1.79 4.61 -1.53
H -1.54 6.07 -2.50
H -0.17 5.62 0.09
H 1.86 5.82 0.19
H 3.48 5.96 -2.29
H 3.56 4.57 -1.19
H 4.08 6.18 -0.64

Entry 3:
The following is a DFT calculation (the ωB97M-V functional and the def2-TZVPD basis) of a cluster of 2 separate species, C3H3O4P in total.

Its spin multiplicity is 1. The calculation puts the frontier orbital gap (alpha / beta) at 0.3147 / 0.3147 hartree. The SMILES is O=C=C=CO.O=PO. The value obtained for the relative energy (zero: lowest compared OMol25 entry of this formula, charge and spin) is 105.3 kJ/mol.

Cartesian coordinates (Å):
C 0.90 -0.49 -0.75
C 0.59 1.66 0.64
C 0.80 0.44 0.12
O 1.08 -1.48 -1.42
O -1.70 -0.99 -1.17
O 0.03 2.72 0.01
O -0.75 -1.71 0.94
P -1.09 -2.18 -0.65
H 1.05 1.84 1.63
H -0.43 2.64 -0.87
H -0.47 -2.43 1.53

Entry 4:
The following is a DFT calculation (the ωB97M-V functional and the def2-TZVPD basis) of a cluster of 2 separate species, C3H7NOS2 in total.

Its spin multiplicity is 3. The calculation puts the frontier orbital gap (alpha / beta) at 0.2515 / 0.2175 hartree. The value obtained for the relative energy (zero: lowest compared OMol25 entry of this formula, charge and spin) is 95.7 kJ/mol.

Cartesian coordinates (Å):
C 0.07 1.26 -0.43
C 1.94 -0.71 -0.61
C -0.32 0.34 0.45
N -1.33 -0.58 0.33
O 1.06 2.18 -0.24
S 3.23 -0.02 0.01
S -2.93 -0.24 -0.34
H -0.12 1.24 -1.54
H 1.70 -0.47 -1.64
H 1.66 -1.57 -0.09
H 0.29 0.32 1.38
H -1.51 -1.14 1.18
H 1.23 2.41 0.71
H -2.83 -1.27 -1.31

Entry 5:
The following is a DFT calculation (the ωB97M-V functional and the def2-TZVPD basis) of a cluster of 5 separate species, C18H45BFN5O10PS in total.

Its spin multiplicity is 1. The calculation puts the frontier orbital gap at 0.2512 hartree. The charge is +1.

Cartesian coordinates (Å):
C 1.03 0.70 4.39
C 0.07 1.92 4.07
O -0.55 1.75 2.79
C -1.94 1.46 2.87
C -2.34 0.18 2.04
C -1.43 -1.06 2.38
C -0.54 -1.55 1.19
C -0.03 -0.38 0.26
P 1.47 -0.77 -0.76
C 1.29 0.25 -2.37
O -0.06 0.07 -2.84
O -0.68 1.32 -2.93
B 1.82 -2.64 -1.10
O 3.18 -3.01 -1.13
N 0.83 -3.68 -1.36
C -0.39 -3.18 -2.04
C 0.53 -4.52 -0.16
S 3.17 0.13 0.26
O 3.82 1.03 -0.72
O 4.06 -0.89 0.83
F 2.64 1.06 1.50
H 1.93 1.04 4.93
H 1.28 0.24 3.40
H 0.46 -0.09 4.95
H -0.63 2.11 4.91
H 0.74 2.82 3.99
H -2.49 2.35 2.47
H -2.32 1.29 3.90
H -2.42 0.42 0.95
H -3.38 -0.07 2.38
H -2.11 -1.90 2.67
H -0.78 -0.88 3.27
H -1.14 -2.31 0.63
H 0.37 -2.11 1.54
H -0.87 -0.05 -0.40
H 0.21 0.51 0.90
H 2.05 -0.02 -3.14
H 1.36 1.32 -2.05
H -1.57 1.30 -2.55
H 3.35 -3.76 -0.54
H -0.91 -2.33 -1.52
H -0.05 -2.76 -3.03
H -1.07 -4.02 -2.29
H -0.54 -4.51 0.16
H 0.84 -5.60 -0.29
H 1.13 -4.13 0.70
O -1.75 4.30 -1.19
C -1.22 5.02 -2.02
N -0.30 4.52 -2.89
C -1.54 6.49 -2.15
H 0.16 5.07 -3.59
H -0.08 3.55 -2.81
H -1.30 6.99 -1.21
H -2.60 6.60 -2.36
H -0.97 6.96 -2.95
O 0.16 -7.66 0.48
C -0.32 -8.73 0.12
N -1.66 -8.91 0.09
C 0.52 -9.91 -0.29
H -2.10 -9.76 -0.19
H -2.25 -8.13 0.36
H 1.16 -10.20 0.54
H 1.13 -9.62 -1.15
H -0.10 -10.76 -0.57
O 0.15 4.36 6.16
C 0.80 5.37 6.02
N 2.16 5.35 6.10
C 0.18 6.72 5.75
H 2.73 6.17 6.00
H 2.60 4.47 6.29
H -0.49 6.97 6.57
H -0.39 6.66 4.82
H 0.92 7.50 5.66
O -1.10 2.70 -8.43
C -0.72 1.99 -7.52
N -0.38 2.52 -6.31
C -0.59 0.49 -7.65
H -0.06 1.97 -5.53
H -0.46 3.51 -6.20
H 0.12 0.27 -8.45
H -1.56 0.07 -7.89
H -0.23 0.03 -6.73

Entry 6:
The following is a DFT calculation (the ωB97M-V functional and the def2-TZVPD basis) of an isolated molecule of C6H9Cl.

Its spin multiplicity is 1. The calculation puts the frontier orbital gap at 0.3696 hartree. The SMILES is CC(CCl)=C1CC1. The value obtained for the relative energy (zero: lowest compared OMol25 entry of this formula, charge and spin) is 183.9 kJ/mol.

Cartesian coordinates (Å):
C -1.73 -0.66 0.46
C -0.51 0.29 0.20
C 1.53 -1.40 -0.13
C 2.11 -0.02 -0.15
C 0.71 -0.18 0.03
C -0.86 1.75 -0.18
Cl -3.40 0.09 0.65
H -1.61 -1.22 1.47
H -1.77 -1.35 -0.49
H 1.60 -2.05 -1.00
H 1.67 -1.97 0.69
H 2.54 0.21 0.73
H 2.52 0.36 -1.08
H -1.45 1.52 -1.09
H -1.40 2.44 0.51
H 0.07 2.18 -0.63

Entry 7:
The following is a DFT calculation (the ωB97M-V functional and the def2-TZVPD basis) of a structure of composition C45H35N2O2P2RuSSe4.

Its spin multiplicity is 2. The calculation puts the frontier orbital gap (alpha / beta) at 0.2344 / 0.2152 hartree.

Cartesian coordinates (Å):
Ru 0.57 -0.15 0.47
O -0.81 -0.47 3.41
S -1.06 -0.26 1.98
C -2.11 1.25 1.93
C -3.01 1.20 2.99
C -3.91 2.23 3.23
C -3.88 3.34 2.41
C -2.97 3.39 1.36
C -2.06 2.38 1.07
P -1.01 2.56 -0.48
C 0.43 3.69 -0.10
C 0.87 4.44 -1.30
C 1.85 5.34 -1.28
C 3.37 4.81 0.89
C 2.34 4.88 2.01
C 1.27 3.78 1.96
C -2.05 3.69 -1.52
C -2.58 3.13 -2.68
C -3.33 3.89 -3.57
C -3.55 5.24 -3.33
C -2.99 5.83 -2.20
C -2.25 5.06 -1.31
C -2.17 -1.59 1.48
C -2.86 -2.27 2.47
C -3.65 -3.36 2.11
C -3.73 -3.75 0.78
C -3.03 -3.07 -0.20
C -2.20 -2.00 0.15
P -1.32 -0.94 -1.04
C -2.85 -0.20 -1.78
C -3.75 0.46 -0.95
C -4.94 0.98 -1.44
C -5.26 0.83 -2.78
C -4.39 0.14 -3.62
C -3.20 -0.37 -3.12
C -0.67 -1.87 -2.45
C -0.16 -1.10 -3.50
C 0.41 -1.70 -4.61
C 0.48 -3.08 -4.68
C 0.00 -3.86 -3.64
C -0.57 -3.26 -2.53
H -2.98 0.35 3.65
H -4.60 2.16 4.06
H -4.56 4.16 2.57
H -3.00 4.27 0.73
H 0.32 4.32 -2.23
H 2.05 5.92 -2.17
H 4.29 5.35 1.13
H 2.67 5.09 3.03
H 1.02 3.36 2.92
H -2.41 2.09 -2.89
H -3.74 3.43 -4.46
H -4.13 5.83 -4.02
H -3.13 6.88 -2.01
H -1.78 5.56 -0.47
H -2.75 -1.96 3.50
H -4.18 -3.90 2.88
H -4.35 -4.59 0.51
H -3.11 -3.37 -1.23
H -3.54 0.56 0.11
H -5.61 1.50 -0.77
H -6.18 1.24 -3.17
H -4.64 0.00 -4.66
H -2.55 -0.91 -3.80
H -0.19 -0.01 -3.42
H 0.80 -1.08 -5.41
H 0.93 -3.55 -5.55
H 0.08 -4.94 -3.68
H -0.91 -3.87 -1.71
O 0.63 1.70 1.21
C 1.36 2.79 0.82
C 0.31 4.71 1.17
C 1.40 5.81 1.18
C 2.46 5.76 0.01
C 3.66 3.47 0.31
C 2.71 2.54 0.20
C 2.86 1.42 -0.74
N 2.08 0.36 -0.90
C 2.57 -0.36 -1.96
C 3.66 0.27 -2.46
N 3.82 1.40 -1.69
H -0.76 4.84 1.20
H 1.17 6.83 1.48
H 2.96 6.72 -0.11
H 4.65 3.31 -0.11
H 2.12 -1.29 -2.26
H 4.32 0.03 -3.27
H 4.52 2.11 -1.81
Se 0.86 -2.67 0.55
Se 3.00 -3.09 -0.09
Se 4.09 -1.22 1.13
Se 2.30 -0.50 2.30

Entry 8:
The following is a DFT calculation (the ωB97M-V functional and the def2-TZVPD basis) of a cluster of 2 separate species, C5H13NO in total.

Its spin multiplicity is 1. The calculation puts the frontier orbital gap at 0.3875 hartree. The SMILES is [H]/N=C\C(C)C.CO. The value obtained for the relative energy (zero: lowest compared OMol25 entry of this formula, charge and spin) is 239.4 kJ/mol.

Cartesian coordinates (Å):
C -0.88 0.14 0.79
C 0.40 -0.28 1.51
C -1.98 -0.90 0.98
H -1.22 1.04 1.32
H 0.52 -0.60 -0.86
H -1.69 -1.86 0.56
H 0.25 -0.32 2.59
H 1.22 0.41 1.27
H 0.71 -1.28 1.19
H -2.93 -0.58 0.53
H -2.20 -1.05 2.05
C 2.25 0.13 -1.62
C -1.00 0.66 -0.79
O 1.11 -0.70 -1.72
N -0.61 1.82 -1.14
H -0.02 2.28 -0.45
H -1.60 0.01 -1.44
H 3.11 -0.47 -1.32
H 2.11 0.92 -0.88
H 2.45 0.62 -2.58

Entry 9:
The following is a DFT calculation (the ωB97M-V functional and the def2-TZVPD basis) of an isolated molecule of C23H24N2O4.

Its spin multiplicity is 1. The calculation puts the frontier orbital gap at 0.3167 hartree. The SMILES is Cc1ccccc1OCCn1cc(C(=O)C(=O)N2CCOCC2)c2ccccc21. The value obtained for the relative energy (zero: lowest compared OMol25 entry of this formula, charge and spin) is 182.7 kJ/mol.

Cartesian coordinates (Å):
C 1.66 1.96 -1.66
C 1.97 0.92 -2.70
C 1.85 1.18 -4.05
C 2.14 0.21 -5.00
C 2.55 -1.04 -4.59
C 2.67 -1.33 -3.24
C 2.39 -0.35 -2.29
O 2.51 -0.51 -0.93
C 2.72 -1.79 -0.38
C 1.48 -2.68 -0.44
N 0.46 -2.26 0.49
C 0.27 -1.01 0.96
C -0.82 -0.98 1.82
C -1.34 -2.32 1.86
C -2.41 -2.91 2.52
C -2.62 -4.26 2.33
C -1.81 -5.01 1.48
C -0.74 -4.44 0.81
C -0.51 -3.09 1.01
H -0.12 -5.04 0.16
H -2.01 -6.07 1.35
H -3.44 -4.75 2.83
H -3.03 -2.32 3.17
C -1.34 0.16 2.53
O -2.31 0.13 3.27
C -0.54 1.45 2.33
O 0.68 1.44 2.36
N -1.24 2.59 2.16
C -2.67 2.74 2.01
H -3.17 1.78 2.14
C -2.96 3.32 0.62
H -4.02 3.53 0.51
O -2.29 4.54 0.42
C -0.90 4.39 0.56
H -0.47 5.38 0.42
C -0.53 3.84 1.95
H 0.54 3.65 2.02
H -0.83 4.56 2.72
H -0.51 3.71 -0.21
H -2.65 2.59 -0.15
H -3.03 3.43 2.77
H 0.92 -0.21 0.69
H 1.07 -2.67 -1.46
H 1.77 -3.70 -0.18
H 3.56 -2.30 -0.88
H 3.00 -1.60 0.66
H 3.00 -2.31 -2.94
H 2.77 -1.81 -5.31
H 2.03 0.44 -6.05
H 1.53 2.17 -4.37
H 2.51 2.09 -0.99
H 0.82 1.64 -1.05
H 1.42 2.91 -2.13

It is found that the max |F| values, taken in the order of the records, are 3.50 1.48 2.85 3.98 5.95 3.78 2.01 3.77 0.75 eV/Å.